## 1
Below is a gas-phase ion, C8H8NO4S (charge -1), with properties calculated with ωB97M-V/def2-TZVPD.

Computed properties:
Total charge ... -1
SMILES string ... Nc1ccccc1CC(=O)S(=O)(=O)[O-]

Each line ends with the natural charge from an NBO analysis.
CARTESIAN COORDINATES (ANGSTROEM)
N (-1.354, -0.801, -0.842)  -0.8661
C (-0.203, -0.092, -1.031)  0.1746
C (0.129, 0.597, -2.199)  -0.2534
C (1.347, 1.254, -2.295)  -0.2266
C (2.193, 1.393, -1.209)  -0.2592
C (1.896, 0.619, -0.052)  -0.1705
C (0.758, -0.203, -0.065)  -0.0253
C (0.519, -1.038, 1.163)  -0.5533
C (-0.846, -1.446, 1.597)  0.3556
O (-1.204, -2.573, 1.736)  -0.5399
S (-1.782, 0.068, 2.100)  2.3299
O (-2.965, 0.052, 1.243)  -1.0217
O (-2.065, -0.230, 3.468)  -1.0026
O (-0.895, 1.186, 1.889)  -1.0061
H (-1.910, -0.660, -1.732)  0.3514
H (-2.145, -0.578, -0.111)  0.4533
H (-0.571, 0.460, -3.103)  0.1927
H (1.606, 1.682, -3.217)  0.1958
H (3.087, 2.101, -1.235)  0.2017
H (2.454, 0.555, 0.810)  0.1971
H (0.966, -1.957, 1.045)  0.2182
H (0.984, -0.389, 2.042)  0.2541



## 2
Below is 2 unconnected molecules or ions with the total composition C8H8NO4S, with properties calculated with ωB97M-V/def2-TZVPD.

Computed properties:
Total charge ... -1

Each line ends with the natural charge from an NBO analysis.
CARTESIAN COORDINATES (ANGSTROEM)
C (-2.911, -0.264, -1.106)  -0.2323
C (-1.832, -0.697, -1.859)  -0.2319
C (-2.705, 0.189, 0.188)  -0.2167
C (-0.562, -0.677, -1.322)  -0.1341
C (-1.434, 0.215, 0.733)  -0.1800
C (-0.346, -0.221, -0.016)  -0.1021
C (1.988, -1.347, 0.123)  0.7175
C (1.033, -0.180, 0.398)  -0.1544
N (1.434, 0.138, 2.361)  -0.8452
O (1.860, -2.451, 0.621)  -0.6933
O (3.062, 1.543, 0.427)  -1.0080
O (2.887, -0.921, -0.666)  -0.7279
O (0.926, 2.295, -0.566)  -0.9613
S (2.098, 1.019, -0.531)  1.5508
H (-3.908, -0.278, -1.527)  0.1978
H (-1.981, -1.053, -2.870)  0.2013
H (-3.549, 0.533, 0.773)  0.1991
H (0.284, -1.013, -1.905)  0.2132
H (-1.262, 0.568, 1.739)  0.2299
H (1.759, -0.806, 2.545)  0.3513
H (0.901, 2.701, 0.304)  0.4607
H (2.257, 0.707, 2.157)  0.3655



Among the structures above, stability is greatest for 1.